Density functional theory data (ωB97M-V/def2-TZVPD) for a structure of composition C19H23BCoF3N8O2S at a distorted geometry.

For the HOMO energy (alpha / beta), the calculation gives -4.0 / -4.0 eV. The value obtained for the largest force on an atom is 1.00 eV/A. The multiplicity is 2. Its charge is -1.

CARTESIAN COORDINATES (ANGSTROEM)
Co  -0.7026  0.1358  -0.8835
C  3.3195  1.0198  -2.0107
C  2.2799  0.1150  -1.7491
N  1.1833  0.7624  -1.3846
N  1.4789  2.0770  -1.4109
C  2.7539  2.2601  -1.7882
B  0.3371  3.1048  -1.1983
N  -0.2948  2.8238  0.1830
C  -0.2805  3.5611  1.3048
C  -0.9632  2.8712  2.2874
C  -1.3681  1.6833  1.6609
N  -0.9732  1.6758  0.3972
N  -0.7148  2.8802  -2.3076
C  -1.2753  3.7367  -3.1825
C  -2.1977  3.0372  -3.9335
C  -2.1323  1.7262  -3.4249
N  -1.2360  1.6472  -2.4584
H  4.3261  0.8012  -2.3241
H  2.2650  -0.9603  -1.8093
H  3.1575  3.2560  -1.8741
H  0.7688  4.2336  -1.2435
H  0.2079  4.5225  1.3152
H  -1.1266  3.1695  3.3088
H  -1.8954  0.8256  2.0506
H  -0.9795  4.7734  -3.2020
H  -2.8306  3.4173  -4.7181
H  -2.6894  0.8413  -3.6936
F  -0.4431  -2.1373  5.0916
C  0.7123  -2.4996  4.5075
F  1.6110  -2.6340  5.5292
F  0.5458  -3.7456  4.0164
C  1.2041  -1.5191  3.4792
C  2.4024  -0.8746  3.7143
C  2.9036  0.0235  2.7851
C  2.1665  0.1888  1.6250
N  1.0167  -0.4223  1.3669
C  0.4568  -1.2572  2.2927
S  -1.0936  -1.9047  1.9502
H  2.9462  -1.0775  4.6269
H  3.8304  0.5584  2.9428
H  2.5278  0.8537  0.8423
C  -3.4554  0.2266  -0.4064
O  -2.4175  -0.4999  -0.9670
H  -3.3655  1.3148  -0.5580
H  -3.5607  0.0709  0.6825
H  -4.4117  -0.0745  -0.8593
C  -1.1676  -4.7812  -0.7582
N  -0.3776  -3.5902  -0.9845
C  0.9048  -3.4984  -0.3105
C  -0.8272  -2.6289  -1.7805
O  -0.2520  -1.5651  -2.0255
H  -1.2195  -4.9752  0.3134
H  -0.7366  -5.6541  -1.2569
H  -2.1791  -4.6226  -1.1260
H  0.7637  -3.7037  0.7488
H  1.2931  -2.4912  -0.4090
H  1.6023  -4.2201  -0.7485
H  -1.7984  -2.8575  -2.2356

***

Density functional theory data (ωB97M-V/def2-TZVPD) for an isolated molecule of C6H13NO at a distorted geometry.

For the HOMO energy, the calculation gives -9.5 eV. The value obtained for the largest force on an atom is 2.09 eV/A.

CARTESIAN COORDINATES (ANGSTROEM)
C  0.4632  -0.2931  -1.3882
C  -0.5776  0.6432  0.8795
C  0.3220  -1.7897  -1.6319
C  0.1183  1.9941  0.9692
C  0.0780  -0.4199  1.7482
C  -0.8043  0.2260  -0.5471
O  1.7466  0.0007  -0.8800
N  -1.9452  0.2778  -1.1412
H  2.0328  -0.7346  -0.3147
H  0.3867  0.2308  -2.3472
H  -1.6411  0.7899  1.3061
H  -2.6772  0.6418  -0.5220
H  1.1088  -2.1452  -2.3066
H  -0.6494  -2.0351  -2.0713
H  0.4228  -2.3524  -0.6974
H  0.0540  2.3856  1.9895
H  -0.3490  2.7219  0.2982
H  1.1772  1.9260  0.7038
H  -0.3164  -1.4158  1.5269
H  -0.1137  -0.2084  2.8054
H  1.1636  -0.4437  1.6207

***

Density functional theory data (ωB97M-V/def2-TZVPD) for a structure of composition C4H5NO2 at a distorted geometry.

For the HOMO energy, the calculation gives -9.8 eV. The value obtained for the largest force on an atom is 1.29 eV/A.

CARTESIAN COORDINATES (ANGSTROEM)
N  0.9378  -1.3855  -0.0372
C  0.1059  -0.2568  -0.0969
C  0.6879  1.1494  -0.1105
C  -0.3104  0.7634  0.9190
O  -1.6371  0.8733  0.3898
C  -1.3600  -0.1471  -0.5095
O  -2.1509  -0.7220  -1.1919
H  1.2861  -1.6577  -0.9522
H  0.4624  -2.1727  0.3779
H  1.7208  1.2291  0.2509
H  0.4181  1.6186  -1.0265
H  -0.1606  0.7080  1.9872

***

Density functional theory data (ωB97M-V/def2-TZVPD) for an isolated molecule of C3H5ClS at a distorted geometry.

For the HOMO energy (alpha / beta), the calculation gives -7.8 / -8.2 eV. The value obtained for the largest force on an atom is 2.94 eV/A.

CARTESIAN COORDINATES (ANGSTROEM)
C  1.0870  -1.2132  -0.4372
C  1.5519  -0.0437  0.0631
C  -1.8514  1.1339  0.3707
S  -0.5147  -1.4658  -1.0731
Cl  -1.1153  0.7120  -1.0897
H  1.5142  -2.1777  -0.2399
H  1.1024  0.9495  -0.0040
H  2.5139  -0.1913  0.6770
H  -1.3112  1.0302  1.2838
H  -2.9769  1.2661  0.4492

***

Density functional theory data (ωB97M-V/def2-TZVPD) for the ion C7H12N with charge +1 at a distorted geometry.

For the HOMO energy (alpha / beta), the calculation gives -11.3 / -14.8 eV. The value obtained for the largest force on an atom is 5.08 eV/A. The multiplicity is 3. Its charge is +1.

CARTESIAN COORDINATES (ANGSTROEM)
C  -0.7426  1.3869  -0.3086
C  0.8874  0.7268  0.1715
C  -1.6075  0.3526  0.0515
C  -2.9299  0.2936  -0.2031
C  -0.8692  -0.7336  0.8199
C  2.2221  1.3011  0.1197
C  0.8473  -1.5172  -0.7339
N  0.5757  -0.6571  0.4481
H  -0.8285  2.3627  -0.7181
H  -3.5306  -0.5460  0.0943
H  -3.4222  1.0974  -0.7191
H  -0.9728  -0.5303  1.8901
H  -1.2605  -1.7298  0.6121
H  2.1701  2.3418  -0.1844
H  2.8745  0.7680  -0.5775
H  2.6941  1.2536  1.1060
H  0.1441  -1.2515  -1.5242
H  1.8617  -1.3558  -1.0963
H  0.7258  -2.5669  -0.4699
H  1.1609  -0.9963  1.2219

***

Density functional theory data (ωB97M-V/def2-TZVPD) for a cluster of 2 separate species, C3H10NO2 in total at a distorted geometry.

For the HOMO energy, the calculation gives -14.4 eV. The value obtained for the largest force on an atom is 6.92 eV/A. Its charge is +1.

CARTESIAN COORDINATES (ANGSTROEM)
C  1.4247  -0.8157  -0.2938
C  1.4562  0.6966  0.2063
C  0.2097  0.9947  1.1348
O  -0.6687  0.0205  1.1036
N  0.1058  -1.1641  -0.8792
H  1.4004  -1.4115  0.5785
H  2.1931  -0.9734  -0.9813
H  1.4626  1.4353  -0.5313
H  2.2097  0.6676  0.9151
H  0.1283  2.0300  1.5492
H  0.2688  -2.1773  -1.0479
H  0.1573  -0.8937  -1.8690
H  -0.8490  -0.7531  -0.5113
H  -3.6330  0.1642  -0.1822
H  -2.8987  1.2151  0.8854
O  -2.9674  0.9647  -0.0769